(1)
This record from the OMol25 dataset describes a structure of composition C39H37BCl27F17N2O4 in a non-equilibrium geometry. The level of theory is ωB97M-V/def2-TZVPD.

The geometry in ORCA input format:
```
! wB97M-V def2-TZVPD RIJCOSX def2/J DEFGRID3
* xyz 0 1
Cl -6.26 8.67 1.79
Cl -2.89 -7.59 2.62
Cl -6.98 -3.44 2.63
Cl -5.49 -3.17 0.14
Cl -6.92 5.87 2.22
Cl -5.65 6.39 6.05
Cl -5.30 -10.56 5.31
Cl -1.14 7.82 -3.11
Cl 9.35 0.78 -3.07
Cl 6.83 2.20 -2.88
Cl -4.07 5.75 3.69
Cl -5.14 -9.08 1.51
Cl -0.43 10.61 -3.55
Cl -0.86 8.83 -5.82
Cl 2.11 12.58 -0.61
Cl -6.67 6.91 -0.49
Cl -4.02 -9.34 7.62
Cl -6.90 -9.78 7.61
Cl -10.91 1.90 4.00
Cl -8.07 -1.85 0.45
Cl 1.42 14.43 -2.75
Cl 7.75 0.57 -0.65
Cl -2.80 6.97 6.01
Cl -5.46 -7.59 3.99
Cl 4.03 13.14 -2.73
Cl -8.71 0.20 3.14
Cl -11.45 -0.54 2.51
F 4.04 4.57 -1.62
F -1.25 3.97 -3.10
F -3.55 1.39 1.35
F -1.77 -4.01 -2.41
F 0.40 5.93 -2.31
F -1.08 6.37 0.19
F 2.40 5.28 -3.59
F -3.14 5.41 0.56
F -0.30 2.26 -1.86
F -4.24 -0.19 -0.22
F -2.70 3.14 -0.82
F -0.95 3.40 0.65
F -2.58 6.05 -1.58
F 1.46 3.20 -3.92
F -3.29 -0.88 1.89
F 4.09 2.93 -3.25
F 1.30 4.80 -0.51
O 7.10 -3.72 -4.24
O 5.03 -4.38 -3.23
O 3.35 -5.93 1.44
O 3.08 -4.83 3.66
N 3.57 -2.46 0.75
N 1.51 -0.58 -0.85
C -0.63 -6.90 2.75
C 1.16 -1.75 -0.06
C 1.59 -3.96 1.52
C 0.07 -4.33 1.58
C 7.95 -4.66 -3.48
C 5.96 -3.50 -3.38
C 6.30 -2.13 -1.06
C -3.26 0.07 0.81
C 3.98 -1.32 -0.04
C 3.27 3.48 -2.17
C -3.01 -4.45 -1.73
C -0.40 -2.13 -0.01
C 2.31 12.96 -2.33
C 2.14 -2.68 0.72
C -2.51 -3.81 0.85
C -0.27 8.95 -4.15
C -0.43 -5.64 2.38
C -0.94 -3.38 0.78
C 2.95 -0.42 -0.82
C 0.80 4.59 -1.86
C -4.07 5.86 5.46
C -0.55 3.70 -1.85
C -1.46 -1.17 -0.80
C -2.66 -5.03 -0.24
C -1.52 3.95 -0.56
C -2.04 5.46 -0.39
C -6.08 7.02 1.18
C -4.34 -8.54 3.00
C 8.24 1.63 -1.99
C 3.50 0.83 -1.72
C -1.75 0.08 0.22
C 9.07 -3.76 -2.72
C 1.95 4.08 -2.87
C -10.32 0.80 2.74
C 3.01 2.27 -1.14
C 5.74 -2.09 -2.58
C -5.33 -10.40 7.07
C -6.59 -2.36 1.27
C 5.60 -1.05 -0.06
B 2.69 -4.92 2.27
H 5.96 -1.34 1.01
H -3.86 4.87 5.87
H 6.02 -3.18 -0.64
H 2.97 0.71 -2.74
H 6.31 -1.24 -3.13
H 9.18 -4.16 -1.65
H 7.46 -2.09 -1.05
H 0.79 8.68 -4.14
H 10.04 -3.84 -3.34
H 8.39 -5.42 -4.24
H 5.90 0.05 -0.27
H 4.32 -5.97 1.66
H -2.41 -1.76 -1.07
H -5.18 -11.38 7.51
H -5.02 6.77 1.18
H -0.58 -8.02 3.03
H -10.26 1.36 1.81
H 2.54 -4.15 4.14
H -3.78 -3.60 -1.70
H 1.91 12.14 -2.91
H 4.60 -1.87 -2.66
H 7.37 -5.28 -2.70
H -0.96 -0.75 -1.77
H 4.63 0.77 -1.94
H -2.82 -4.16 1.91
H 8.70 -2.66 -2.70
H 3.69 2.48 -0.21
H 8.76 2.49 -1.57
H -0.98 0.04 1.11
H 1.94 2.22 -0.71
H -1.60 1.10 -0.28
H -4.04 -9.42 3.56
H -3.47 -5.80 0.07
H -1.69 -5.64 -0.37
H -3.22 -2.96 0.48
H -6.09 -1.48 1.67
H -3.44 -5.30 -2.40
*
```

Computed properties:
- HOMO: -8.49 eV
- Total energy: -437176.5681 eV
- M: 1888.744 g mol⁻¹
- Lowest unoccupied orbital energy: -1.337 eV

(2)
This record from the OMol25 dataset describes a cluster of 2 separate species, C2H4N2OS in total in a non-equilibrium geometry. The level of theory is ωB97M-V/def2-TZVPD.

The geometry in ORCA input format:
```
! wB97M-V def2-TZVPD RIJCOSX def2/J DEFGRID3
* xyz 0 1
S -0.75 0.53 2.14
O -0.77 -0.81 -1.92
N 0.50 2.12 -1.03
N 0.91 -1.14 -0.42
C 0.40 0.99 -1.16
C 0.11 -0.43 -1.21
H 0.83 -2.18 -0.29
H -1.09 1.67 1.51
H 1.67 -0.62 -0.03
H -1.82 -0.13 2.41
*
```

Computed properties:
- HOMO: -9.93 eV
- Total energy: -18001.0117 eV
- M: 104.134 g mol⁻¹
- Lowest unoccupied orbital energy: 0.512 eV
- Relative energy (zero: lowest compared OMol25 entry of this formula, charge and spin): 1.648 eV

- Among the records above, which one has the highest M?
  C39H37BCl27F17N2O4